ORCA calculation (ωB97M-V/def2-TZVPD) on C51H81BrF2IN10O11 as an isolated structure in a non-equilibrium geometry.

Properties
largest force on an atom	7.0	eV/Å
net charge	+1
highest occupied orbital energy	-0.3594	Eh
frontier orbital gap	5.242	eV
relative energy (zero: lowest compared OMol25 entry of this formula, charge and spin)	258.8	kcal per mole

```
157
Properties=species:S:1:pos:R:3:forces:R:3
C 5.19771 -1.08453 1.70613 -4.4 1.2 0.3
C 4.03790 -0.60942 1.93156 3.0 -2.4 -1.7
C 2.52545 -0.17058 1.99181 1.7 1.6 1.9
C 1.53110 -0.85627 0.93708 2.0 -0.6 1.4
N 2.04322 -0.59040 -0.40713 2.5 0.3 -0.8
C 2.74901 -1.61156 -1.14356 -0.8 -4.0 -2.6
O 2.16985 -2.51074 -1.75311 2.1 3.4 2.6
F 4.16392 -1.55495 -1.21831 -3.3 0.9 0.9
C 2.59012 0.69124 -0.78499 3.0 4.0 -1.0
O 3.64580 1.24708 -0.51219 -3.9 -2.6 -0.3
F 1.83966 1.39147 -1.80994 0.7 -2.3 2.2
C 1.32358 -2.39362 1.35829 0.5 -1.5 0.5
C 2.57293 -3.37817 1.47241 0.6 -2.3 -0.7
C 2.20015 -4.81223 0.81181 -0.5 -2.6 -2.1
C 1.09618 -5.74131 1.33849 1.8 -1.2 -3.2
C 0.81766 -7.06556 0.56728 2.0 1.2 -1.6
C 1.60493 -7.46622 -0.71917 1.1 3.3 1.9
C 2.73035 -6.54315 -1.23247 -2.4 0.6 3.0
C 2.98693 -5.24373 -0.45633 -1.6 -1.4 0.6
O 0.87183 -2.36092 2.76729 -0.7 1.4 -1.0
C -0.49888 -1.97774 2.91590 -0.2 -3.0 -0.2
I -1.04496 -1.24489 4.91453 0.6 -0.1 -0.8
C -1.27061 -3.40437 2.85426 -3.5 -1.8 -1.5
C -2.06497 -4.37712 2.62326 2.3 4.3 0.6
C -0.96423 -1.04452 1.70550 -4.4 -2.3 0.9
O -2.09182 -0.17355 2.01662 2.1 -1.3 -0.3
C -3.36584 -0.82572 1.88667 -3.3 0.3 0.2
C -4.19847 -0.49452 0.54126 0.7 -1.3 -0.6
C -3.90287 -1.66086 -0.57206 0.2 0.1 0.1
C -3.88555 0.91608 -0.12094 -0.7 0.2 0.0
C -4.60808 2.18977 0.51930 -0.2 1.3 -1.3
C -4.83235 3.23734 -0.71198 -0.1 -1.2 -0.4
C -6.06164 1.93273 1.14445 0.8 0.4 0.5
N 0.08885 -0.26740 0.94604 -0.8 1.1 -0.1
Br -0.56566 -0.59926 -0.85688 -0.5 0.4 -0.5
C -0.01376 1.18133 1.30533 -0.2 6.8 1.4
C 0.14769 1.74153 2.76634 -0.3 1.6 -1.6
C 0.02135 3.24409 3.10318 -0.5 -2.2 -4.4
C -0.29914 4.13653 1.87871 0.4 -1.9 1.5
N -0.46090 3.70961 0.55820 1.0 -2.6 3.1
C -0.30748 2.33559 0.28935 0.2 -1.0 1.2
H 6.13434 -1.64537 1.36400 -1.8 1.4 1.0
H 2.60060 0.98179 1.89154 -0.5 -1.9 -0.3
H 2.20639 -0.28369 3.09643 0.2 -0.3 -2.0
H 0.58645 -2.97460 0.67929 0.8 1.3 1.0
H 2.87276 -3.64413 2.55598 -0.8 1.1 -1.5
H 3.53347 -3.06415 0.95798 -1.4 0.0 0.6
H 0.47175 -5.47730 2.24854 1.0 -0.5 -1.3
H 0.00521 -7.81793 0.88922 1.5 1.7 -0.3
H 1.40400 -8.44568 -1.28287 0.2 1.7 1.1
H 3.31351 -6.83835 -2.17679 -0.8 0.8 1.8
H 3.80388 -4.54885 -0.87268 -1.3 -1.2 0.8
H -2.93697 -5.04980 2.37503 1.9 0.8 0.6
H -1.48480 -1.82593 1.02476 1.7 1.2 0.8
H -4.02758 -0.42094 2.74654 1.4 -0.5 -1.2
H -3.38969 -1.95714 2.00436 0.7 1.4 0.0
H -5.30560 -0.66173 0.82473 1.8 0.7 -0.3
H -3.38693 -1.18998 -1.48619 -0.8 -0.9 1.3
H -3.21815 -2.47943 -0.13606 -1.0 1.1 -0.8
H -4.86462 -2.18614 -0.91095 1.4 0.9 0.4
H -4.21393 0.85884 -1.22836 0.4 0.0 1.7
H -2.76559 1.12144 -0.13715 -1.4 -0.4 0.1
H -3.90038 2.74862 1.24112 -1.2 -1.2 -0.7
H -5.27728 4.22727 -0.37452 0.8 -1.4 -0.4
H -5.60136 2.72416 -1.40882 1.0 0.9 1.0
H -3.88188 3.35197 -1.35554 -1.3 0.1 1.2
H -5.91085 1.68281 2.26403 -0.6 0.2 -1.7
H -6.60103 1.07793 0.60835 0.7 1.2 0.8
H -6.66435 2.91333 1.03457 0.9 -1.9 0.4
H 0.40732 1.05159 3.63154 -0.5 0.9 -1.3
H 0.15785 3.65789 4.17076 -0.2 -0.8 -1.8
H -0.42283 5.25993 2.10174 0.2 -1.9 -0.7
H -0.42423 2.11429 -0.83570 0.2 0.2 2.1
C 5.02812 -2.89059 -3.71582 0.0 0.0 0.2
C 5.36139 -4.34142 -3.93122 0.1 -0.7 -0.1
O 5.46673 -5.13102 -2.99658 -0.1 0.2 0.1
N 5.54692 -4.76919 -5.20582 -0.1 0.4 0.7
C 5.46601 -3.99991 -6.43186 0.2 -0.4 0.0
H 4.90992 -2.70243 -2.64964 0.2 -0.4 -0.5
H 5.83713 -2.25981 -4.09047 -0.1 0.0 -0.1
H 4.08948 -2.64276 -4.21714 0.1 0.1 -0.1
H 5.76762 -5.75320 -5.27077 0.0 0.1 0.0
H 4.69789 -4.44697 -7.06461 0.1 0.3 -0.2
H 6.42839 -4.06650 -6.94064 -0.2 0.1 -0.2
H 5.22269 -2.95496 -6.24806 -0.1 -0.1 0.1
C 4.75766 0.31045 -4.93197 0.0 0.1 0.2
C 4.34568 0.08320 -6.36115 -0.3 -0.3 -0.5
O 3.56076 -0.80215 -6.67824 0.2 0.1 0.2
N 4.87252 0.89666 -7.31601 -0.1 -0.3 0.4
C 5.80711 1.98984 -7.14856 -0.1 -0.1 -0.5
H 4.25527 -0.41468 -4.29245 0.0 0.1 -0.2
H 5.83649 0.17542 -4.82701 0.0 0.2 0.1
H 4.46729 1.31371 -4.61159 0.2 0.0 0.0
H 4.54833 0.68177 -8.24877 0.0 0.0 0.1
H 5.34021 2.90068 -7.52932 0.2 0.1 0.1
H 6.69818 1.77236 -7.74126 0.1 0.2 0.2
H 6.08994 2.13475 -6.10835 -0.1 -0.1 -0.1
C 5.72551 -2.36431 -10.01946 0.0 0.2 0.1
C 6.06155 -3.81389 -10.24756 0.1 -0.6 0.1
O 6.17092 -4.60921 -9.32278 0.0 0.2 -0.2
N 6.24553 -4.23395 -11.52832 -0.1 0.3 0.4
C 6.16172 -3.45900 -12.74819 0.1 -0.5 -0.1
H 5.60939 -2.18478 -8.94976 0.0 -0.2 -0.1
H 6.53219 -1.72840 -10.39142 -0.1 0.1 -0.1
H 4.78546 -2.11358 -10.51593 0.1 0.1 0.0
H 6.46747 -5.21727 -11.59944 0.0 0.1 0.0
H 5.39221 -3.90277 -13.38349 0.0 0.3 -0.2
H 7.12455 -3.52069 -13.25988 -0.1 0.2 -0.2
H 5.91817 -2.41612 -12.55817 0.0 -0.1 0.1
C 2.56900 5.13265 6.57776 0.1 -0.1 -0.1
C 1.06696 5.18383 6.52371 -0.4 0.1 0.1
O 0.41037 4.39392 5.84768 0.0 0.1 0.1
N 0.43403 6.13837 7.25056 0.3 -0.5 -0.4
C 1.01864 7.15334 8.10285 -0.5 0.1 0.0
H 2.92536 4.31833 5.94614 -0.2 0.1 0.1
H 2.99056 6.06872 6.20539 0.1 0.0 0.2
H 2.90220 4.94752 7.60106 0.1 0.2 -0.1
H -0.57229 6.10789 7.16257 0.1 0.0 0.1
H 0.62532 7.01998 9.11254 0.2 0.2 0.1
H 0.71282 8.13220 7.72823 0.2 0.1 0.2
H 2.10441 7.09686 8.12606 -0.1 -0.1 -0.1
C -8.88418 6.57097 0.56580 -0.2 -0.1 0.0
C -7.48552 6.04963 0.75032 0.4 -0.2 0.0
O -7.21308 4.85746 0.63775 -0.2 0.3 0.1
N -6.50530 6.94068 1.05091 -0.5 -0.4 -0.1
C -6.61491 8.37511 1.22712 0.5 0.0 0.2
H -9.55052 5.74042 0.33093 0.2 0.0 0.0
H -9.23312 7.04468 1.48585 0.0 0.1 -0.1
H -8.91392 7.28285 -0.26182 -0.1 0.1 0.2
H -5.59575 6.51367 1.15855 -0.1 0.1 0.0
H -5.95776 8.85818 0.50057 -0.2 0.2 0.0
H -6.27446 8.61933 2.23505 -0.1 0.3 -0.1
H -7.63313 8.73236 1.09022 0.1 -0.2 0.0
C -3.15704 -9.59445 2.80469 0.0 -0.1 -0.1
C -2.36489 -8.37381 3.18643 0.4 0.3 0.0
O -1.44637 -7.95031 2.49368 -0.3 0.0 0.1
N -2.69314 -7.73291 4.34103 0.0 -0.2 -0.5
C -3.73382 -8.06953 5.29021 0.3 0.4 0.2
H -2.77670 -9.99118 1.86303 0.0 0.2 0.1
H -3.05305 -10.36507 3.57152 -0.2 0.0 0.0
H -4.20901 -9.33327 2.67009 0.0 -0.1 0.1
H -2.11654 -6.92401 4.52851 0.0 -0.1 0.0
H -4.41406 -7.21871 5.36857 -0.2 -0.2 0.1
H -3.26748 -8.24274 6.26223 -0.3 -0.1 0.1
H -4.29225 -8.95421 4.99307 0.1 0.1 0.0
C -3.62726 8.80867 5.88377 0.0 0.2 0.1
C -4.57461 8.19265 4.89018 -0.4 0.0 -0.4
O -5.32157 8.87118 4.19679 0.2 -0.1 0.2
N -4.58697 6.83618 4.77290 0.1 0.5 0.1
C -3.79051 5.86548 5.49322 -0.4 -0.2 -0.4
H -3.73511 9.89335 5.86004 -0.1 -0.2 -0.1
H -3.86104 8.46001 6.89220 0.2 0.0 0.0
H -2.59581 8.55791 5.62530 0.0 0.0 0.2
H -5.24845 6.49892 4.08666 0.0 0.0 0.1
H -3.21301 5.28920 4.76688 0.2 -0.1 0.2
H -4.46772 5.19256 6.02344 0.3 -0.1 0.1
H -3.11424 6.33408 6.20468 -0.1 0.1 -0.1
```
Positions in Å, forces in eV/Å.